{
  "formula": "C76H134F2N8O6",
  "method": "the ωB97M-V functional and the def2-TZVPD basis",
  "total_charge": 0,
  "smiles": "CC1(C)CCCC(C)(C)N1O.CC1(C)CCCC(C)(C)N1O.CC1(C)CCCC(C)(C)N1O.CC1(C)CCCC(C)(C)N1O.CC1(C)CCCC(C)(C)N1O.CC1(C)CCCC(C)(C)N1O.Fc1ccccc1.Fc1ccccc1.c1ccncc1.c1ccncc1",
  "orbital_gap_ev": 8.9,
  "e_tot_ev": -110617.100,
  "elements": ["C", "C", "C", "C", "C", "C", "C", "C", "C", "N", "O", "H", "H", "H", "H", "H", "H", "H", "H", "H", "H", "H", "H", "H", "H", "H", "H", "H", "H", "H", "C", "C", "C", "C", "C", "C", "C", "C", "C", "N", "O", "H", "H", "H", "H", "H", "H", "H", "H", "H", "H", "H", "H", "H", "H", "H", "H", "H", "H", "H", "C", "C", "C", "C", "C", "C", "C", "C", "C", "N", "O", "H", "H", "H", "H", "H", "H", "H", "H", "H", "H", "H", "H", "H", "H", "H", "H", "H", "H", "H", "C", "C", "C", "C", "C", "C", "C", "C", "C", "N", "O", "H", "H", "H", "H", "H", "H", "H", "H", "H", "H", "H", "H", "H", "H", "H", "H", "H", "H", "H", "C", "C", "C", "C", "C", "C", "C", "C", "C", "N", "O", "H", "H", "H", "H", "H", "H", "H", "H", "H", "H", "H", "H", "H", "H", "H", "H", "H", "H", "H", "C", "C", "C", "C", "C", "C", "C", "C", "C", "N", "O", "H", "H", "H", "H", "H", "H", "H", "H", "H", "H", "H", "H", "H", "H", "H", "H", "H", "H", "H", "F", "C", "C", "C", "C", "C", "C", "H", "H", "H", "H", "H", "F", "C", "C", "C", "C", "C", "C", "H", "H", "H", "H", "H", "C", "C", "C", "N", "C", "C", "H", "H", "H", "H", "H", "C", "C", "C", "N", "C", "C", "H", "H", "H", "H", "H"],
  "coordinates": [[0.461, -19.775, -17.596], [-0.216, -20.524, -18.750], [-1.711, -20.079, -18.739], [0.446, -20.138, -20.101], [0.010, -21.042, -21.201], [0.337, -22.439, -20.861], [-0.333, -22.888, -19.606], [-1.870, -23.100, -19.809], [0.280, -24.283, -19.408], [0.025, -21.952, -18.529], [-0.546, -22.294, -17.291], [0.308, -18.728, -17.682], [0.022, -19.996, -16.588], [1.522, -20.110, -17.557], [-1.631, -19.025, -18.517], [-2.261, -20.298, -19.670], [-2.215, -20.597, -17.942], [0.261, -19.119, -20.342], [1.549, -20.299, -19.975], [-1.013, -20.886, -21.345], [0.533, -20.678, -22.111], [1.449, -22.550, -20.676], [0.137, -23.090, -21.737], [-2.409, -22.970, -18.842], [-2.151, -24.114, -20.229], [-2.309, -22.374, -20.476], [1.347, -24.224, -19.408], [-0.101, -24.957, -20.124], [0.081, -24.790, -18.419], [0.251, -22.704, -16.861], [-4.823, -15.232, -16.760], [-5.077, -15.952, -15.410], [-6.164, -15.189, -14.687], [-5.522, -17.351, -15.789], [-4.287, -18.193, -16.346], [-3.315, -18.300, -15.155], [-2.777, -16.967, -14.759], [-1.968, -17.078, -13.487], [-1.936, -16.413, -15.895], [-3.959, -16.039, -14.475], [-3.363, -14.754, -14.208], [-5.661, -15.390, -17.429], [-4.575, -14.220, -16.535], [-3.892, -15.611, -17.202], [-7.098, -15.046, -15.248], [-6.385, -15.840, -13.803], [-5.734, -14.203, -14.475], [-5.823, -17.821, -14.779], [-6.463, -17.307, -16.386], [-4.556, -19.190, -16.742], [-3.863, -17.768, -17.303], [-2.423, -18.891, -15.371], [-3.807, -18.826, -14.289], [-1.675, -16.042, -13.223], [-1.163, -17.790, -13.579], [-2.511, -17.459, -12.613], [-2.288, -16.656, -16.875], [-0.911, -16.832, -15.790], [-1.882, -15.325, -15.778], [-3.624, -14.549, -13.277], [2.500, -22.682, -15.754], [2.676, -24.165, -15.444], [1.635, -25.016, -16.002], [4.033, -24.653, -15.879], [5.160, -24.144, -14.983], [4.854, -24.502, -13.514], [3.491, -23.961, -13.002], [3.091, -24.717, -11.666], [3.623, -22.462, -12.785], [2.518, -24.402, -13.970], [1.282, -23.812, -13.607], [2.516, -22.480, -16.861], [1.615, -22.239, -15.290], [3.343, -22.214, -15.271], [0.623, -24.654, -15.872], [1.816, -25.138, -17.099], [1.637, -26.033, -15.502], [4.024, -25.755, -15.809], [4.230, -24.332, -16.954], [6.147, -24.577, -15.254], [5.260, -23.125, -15.056], [5.635, -24.104, -12.821], [4.893, -25.598, -13.399], [2.118, -24.372, -11.260], [3.897, -24.476, -10.946], [3.008, -25.809, -11.873], [2.678, -21.959, -12.790], [4.196, -21.976, -13.567], [4.111, -22.326, -11.838], [0.645, -24.544, -13.637], [-4.360, -21.010, -8.371], [-3.069, -20.278, -8.828], [-3.411, -19.185, -9.914], [-2.477, -19.591, -7.565], [-1.015, -19.139, -7.772], [-0.263, -20.359, -8.178], [-0.730, -20.958, -9.544], [-0.436, -19.964, -10.749], [0.220, -22.160, -9.726], [-2.124, -21.354, -9.310], [-2.683, -22.044, -10.385], [-5.014, -20.371, -7.824], [-4.821, -21.377, -9.300], [-4.089, -21.857, -7.707], [-2.775, -18.358, -9.855], [-3.513, -19.720, -10.896], [-4.436, -18.840, -9.662], [-3.065, -18.687, -7.352], [-2.602, -20.326, -6.795], [-0.885, -18.340, -8.586], [-0.634, -18.639, -6.884], [-0.428, -21.144, -7.434], [0.848, -20.115, -8.294], [-0.578, -20.425, -11.804], [0.571, -19.580, -10.694], [-1.112, -19.073, -10.743], [0.085, -22.921, -8.994], [1.270, -21.894, -9.582], [0.009, -22.589, -10.712], [-2.927, -21.416, -11.099], [-6.187, -27.313, -9.040], [-7.555, -27.232, -9.772], [-8.013, -28.550, -10.308], [-8.697, -26.809, -8.859], [-8.725, -25.388, -8.339], [-8.551, -24.460, -9.516], [-7.361, -24.835, -10.409], [-7.560, -23.969, -11.683], [-5.886, -24.520, -9.860], [-7.544, -26.233, -10.822], [-6.584, -26.613, -11.756], [-6.058, -26.443, -8.316], [-5.967, -28.170, -8.445], [-5.422, -27.297, -9.860], [-9.019, -28.509, -10.669], [-7.462, -28.852, -11.147], [-7.923, -29.270, -9.476], [-9.630, -26.901, -9.376], [-8.609, -27.497, -8.023], [-9.659, -25.280, -7.866], [-7.967, -25.377, -7.569], [-8.396, -23.439, -9.227], [-9.405, -24.570, -10.147], [-7.572, -22.884, -11.543], [-8.448, -24.289, -12.188], [-6.748, -24.256, -12.364], [-5.670, -24.760, -8.843], [-5.812, -23.415, -9.861], [-5.102, -24.885, -10.500], [-5.720, -26.352, -11.421], [-1.676, -24.778, -11.927], [-2.144, -25.945, -12.719], [-3.349, -25.572, -13.531], [-1.018, -26.544, -13.653], [-1.518, -27.789, -14.369], [-1.872, -28.858, -13.303], [-2.785, -28.369, -12.155], [-4.270, -28.538, -12.491], [-2.483, -29.406, -11.008], [-2.326, -27.028, -11.694], [-3.309, -26.707, -10.706], [-1.256, -24.013, -12.521], [-2.477, -24.231, -11.403], [-0.820, -24.973, -11.293], [-3.829, -26.389, -14.043], [-4.120, -25.113, -12.944], [-3.144, -24.782, -14.269], [-0.764, -25.872, -14.460], [-0.150, -26.772, -13.076], [-2.401, -27.463, -14.987], [-0.716, -28.157, -15.025], [-0.902, -29.272, -12.883], [-2.315, -29.723, -13.823], [-4.594, -27.703, -13.153], [-4.968, -28.473, -11.635], [-4.487, -29.485, -12.958], [-2.770, -30.350, -11.374], [-2.919, -29.146, -10.059], [-1.401, -29.577, -10.930], [-2.730, -26.400, -10.014], [-5.963, -18.146, -19.206], [-6.104, -19.492, -19.236], [-6.693, -20.143, -18.128], [-6.956, -21.505, -18.253], [-6.688, -22.177, -19.452], [-6.067, -21.549, -20.465], [-5.727, -20.171, -20.386], [-7.039, -19.520, -17.298], [-7.400, -22.152, -17.497], [-6.888, -23.247, -19.473], [-5.744, -22.144, -21.347], [-5.208, -19.632, -21.195], [-4.706, -27.892, -19.490], [-4.180, -26.977, -18.593], [-2.899, -27.192, -18.118], [-2.366, -26.167, -17.296], [-3.116, -24.982, -17.013], [-4.417, -24.891, -17.513], [-4.946, -25.858, -18.329], [-2.352, -28.138, -18.217], [-1.359, -26.170, -16.870], [-2.672, -24.266, -16.325], [-5.017, -24.074, -17.192], [-5.930, -25.793, -18.721], [-3.806, -21.656, -15.680], [-2.621, -21.671, -14.971], [-2.648, -21.503, -13.599], [-3.777, -21.235, -12.915], [-4.918, -21.267, -13.588], [-4.981, -21.485, -14.976], [-3.825, -21.757, -16.752], [-1.626, -21.838, -15.415], [-1.714, -21.532, -12.967], [-5.892, -21.048, -13.078], [-5.916, -21.573, -15.476], [-8.596, -26.492, -15.295], [-7.649, -25.631, -14.761], [-7.376, -24.473, -15.425], [-7.801, -24.147, -16.643], [-8.795, -24.904, -17.091], [-9.222, -26.050, -16.475], [-8.792, -27.446, -14.871], [-7.152, -25.876, -13.820], [-6.507, -24.005, -15.008], [-9.299, -24.583, -17.989], [-9.998, -26.625, -16.980]]
}